(1)
{"formula": "C2H8Cl3N5O2SiW", "method": "ωB97M-V with the def2-TZVPD basis set", "total_charge": 2, "gap_ev": [7.43, 7.72], "spin_multiplicity": 3, "largest_force_ev_per_a": 2.303, "symbols": ["W", "N", "N", "C", "N", "N", "N", "O", "O", "H", "H", "H", "H", "H", "Cl", "Si", "Cl", "Cl", "C", "H", "H", "H"], "positions_angstrom": [[0.09, -1.56, 0.27], [0.82, -0.63, -1.69], [0.39, 0.69, -1.89], [-0.41, 1.28, -0.96], [-0.88, 2.48, -1.18], [-0.59, 0.51, 0.10], [-1.40, 0.90, 1.13], [-1.53, 0.05, 2.04], [-1.92, 1.98, 1.16], [1.84, -0.66, -1.71], [0.46, -1.22, -2.44], [0.62, 1.15, -2.76], [-0.69, 2.97, -2.04], [-1.46, 2.92, -0.48], [1.25, -3.37, -0.33], [-0.67, -2.18, 2.46], [-1.39, -2.54, 4.21], [-1.91, -1.86, -0.82], [1.63, -0.36, 1.12], [2.47, -1.05, 1.22], [1.39, 0.05, 2.10], [1.89, 0.46, 0.47]], "lowdin_spin": [1.316, -0.005, 0.002, -0.001, 0.000, 0.011, 0.007, 0.081, 0.008, 0.001, 0.003, 0.000, 0.000, 0.000, 0.135, 0.239, 0.020, 0.142, 0.016, -0.002, 0.014, 0.011]}

=====

(2)
{"formula": "C2H8FP3", "method": "ωB97M-V with the def2-TZVPD basis set", "total_charge": 0, "gap_ev": 8.39, "e_above_lowest_ev": 1.712, "largest_force_ev_per_a": 4.527, "smiles": "[H]/P=C\\P.FCP", "symbols": ["C", "C", "F", "P", "P", "P", "H", "H", "H", "H", "H", "H", "H", "H"], "positions_angstrom": [[-2.05, 0.92, -0.12], [1.85, -0.17, 1.19], [-0.83, 1.59, 0.22], [2.29, -1.30, -0.23], [-1.98, 0.30, -1.93], [0.38, -0.48, 2.02], [-2.82, 1.67, -0.10], [-2.10, 0.11, 0.61], [2.67, 0.39, 1.57], [3.54, -1.19, 0.04], [2.03, -2.42, 0.44], [-0.68, 0.15, -2.16], [-2.02, 1.56, -2.56], [-0.29, -1.12, 1.01]], "nbo_charge": [-0.201, -0.829, -0.393, 0.335, 0.238, 0.438, 0.196, 0.190, 0.221, -0.044, -0.029, -0.014, -0.017, -0.090]}

=====

(3)
{"formula": "C2H8IN3", "method": "ωB97M-V with the def2-TZVPD basis set", "total_charge": 2, "gap_ev": 8.99, "e_above_lowest_ev": 1.289, "largest_force_ev_per_a": 3.310, "smiles": "C=[NH+]C[NH2+]NI", "symbols": ["C", "C", "N", "N", "N", "I", "H", "H", "H", "H", "H", "H", "H", "H"], "positions_angstrom": [[0.74, 0.47, 1.08], [-1.11, 0.98, -0.16], [-0.64, 0.66, 1.02], [0.94, -0.72, -0.20], [-0.20, -0.68, -1.08], [-1.54, -2.28, -1.15], [1.23, 1.45, 0.61], [1.36, 0.13, 1.93], [-2.21, 0.68, -0.40], [-0.53, 1.74, -0.72], [-1.16, 0.15, 1.71], [1.78, -0.18, -0.65], [1.16, -1.71, 0.08], [0.17, -0.68, -2.07]], "nbo_charge": [-0.032, 0.113, -0.529, -0.463, -0.604, 0.543, 0.258, 0.306, 0.302, 0.252, 0.457, 0.473, 0.471, 0.453]}

=====

(4)
{"formula": "C2H8IO2", "method": "ωB97M-V with the def2-TZVPD basis set", "total_charge": -1, "gap_ev": 7.14, "e_above_lowest_ev": 4.529, "largest_force_ev_per_a": 11.335, "symbols": ["I", "C", "O", "H", "H", "H", "H", "C", "O", "H", "H", "H", "H"], "positions_angstrom": [[-1.09, 1.61, -0.08], [-1.10, -1.16, 1.32], [-2.16, -0.56, 0.68], [-1.48, -1.92, 2.01], [-0.54, -1.69, 0.55], [-0.60, -0.46, 1.98], [-1.82, 0.23, 0.25], [1.74, 0.65, -1.39], [1.27, 0.60, -0.03], [2.80, 0.87, -1.35], [1.47, -0.24, -1.96], [1.21, 1.44, -1.94], [0.31, 0.63, -0.04]], "nbo_charge": [-0.543, -0.270, -0.783, 0.149, 0.157, 0.168, 0.330, -0.272, -0.792, 0.164, 0.147, 0.168, 0.375]}

=====

(5)
{"formula": "C2H8MnO10S2", "method": "ωB97M-V with the def2-TZVPD basis set", "total_charge": -2, "gap_ev": [4.72, 5.71], "e_above_lowest_ev": 1.979, "spin_multiplicity": 6, "largest_force_ev_per_a": 8.126, "symbols": ["Mn", "S", "O", "O", "O", "O", "S", "O", "O", "O", "O", "C", "O", "H", "H", "H", "H", "C", "O", "H", "H", "H", "H"], "positions_angstrom": [[-0.46, 0.24, -0.32], [-0.86, 0.79, -2.87], [-0.15, 1.75, -3.66], [-1.89, 0.06, -3.67], [-0.05, -0.15, -2.22], [-1.42, 1.48, -1.73], [-2.67, -0.44, 1.08], [-2.22, -0.93, -0.22], [-2.97, -1.53, 2.02], [-1.47, 0.34, 1.43], [-3.85, 0.40, 0.98], [2.21, 1.74, 0.74], [0.87, 1.77, 0.18], [2.87, 1.89, -0.12], [2.43, 2.56, 1.44], [2.47, 0.74, 1.10], [0.66, 2.66, -0.10], [0.88, -2.42, 1.28], [0.99, -1.34, 0.31], [0.73, -3.25, 0.61], [1.87, -2.68, 1.67], [0.14, -2.29, 2.07], [1.90, -1.38, 0.01]], "lowdin_spin": [4.602, 0.012, 0.007, 0.007, 0.056, 0.059, 0.011, 0.056, 0.007, 0.055, 0.005, 0.011, 0.048, 0.001, 0.002, 0.001, 0.004, 0.007, 0.042, 0.001, 0.001, 0.000, 0.003]}

=====

(6)
{"formula": "C2H8N", "method": "ωB97M-V with the def2-TZVPD basis set", "total_charge": 0, "gap_ev": [11.17, 9.41], "e_above_lowest_ev": 0.000, "spin_multiplicity": 2, "largest_force_ev_per_a": 1.008, "symbols": ["C", "N", "C", "H", "H", "H", "H", "H", "H", "H", "H"], "positions_angstrom": [[2.20, 0.07, -0.92], [-0.59, -0.39, 0.46], [-1.82, 0.31, 0.59], [1.16, 0.27, -0.66], [2.32, -0.20, -1.98], [2.88, 0.93, -0.85], [-0.64, -1.39, 0.69], [2.54, -0.75, -0.29], [-1.84, 0.83, 1.56], [-1.88, 1.18, -0.09], [-2.68, -0.31, 0.30]], "lowdin_spin": [0.000, 0.801, 0.110, 0.001, 0.000, 0.000, 0.028, 0.000, 0.043, 0.012, 0.005]}

=====

(7)
{"formula": "C2H8N", "method": "ωB97M-V with the def2-TZVPD basis set", "total_charge": 1, "gap_ev": 6.11, "e_above_lowest_ev": 6.011, "largest_force_ev_per_a": 3.411, "symbols": ["C", "N", "C", "H", "H", "H", "H", "H", "H", "H", "H"], "positions_angstrom": [[-2.09, -0.41, 0.14], [0.99, -0.44, -0.19], [1.85, 0.66, -0.13], [-2.45, -1.42, 0.29], [-1.24, -0.46, -0.52], [-2.82, 0.33, -0.19], [1.56, -1.30, -0.01], [-1.72, 0.04, 1.07], [1.15, 1.49, 0.12], [2.64, 0.63, 0.62], [2.13, 0.87, -1.19]], "nbo_charge": [-0.850, 0.155, -0.578, 0.236, 0.186, 0.241, 0.373, 0.202, 0.323, 0.289, 0.424]}

=====

(8)
{"formula": "C2H8N", "method": "ωB97M-V with the def2-TZVPD basis set", "total_charge": 1, "gap_ev": 10.04, "e_above_lowest_ev": 2.085, "largest_force_ev_per_a": 5.751, "symbols": ["N", "H", "H", "H", "H", "C", "C", "H", "H", "H", "H"], "positions_angstrom": [[-1.40, -0.34, 1.11], [-0.55, 0.37, 1.30], [-2.22, 0.12, 0.72], [-1.07, -0.92, 0.24], [-1.46, -0.87, 2.03], [1.49, 0.13, -0.36], [0.64, 0.43, -1.41], [2.30, 0.79, -0.14], [1.61, -0.87, 0.12], [0.88, 1.32, -1.75], [-0.22, -0.16, -1.86]], "nbo_charge": [-0.925, 0.490, 0.464, 0.477, 0.478, -0.436, -0.374, 0.222, 0.196, 0.203, 0.203]}

=====

no.,electronic energy (a.u.)
1,-2241.7270
2,-1204.7803
3,-542.1594
4,-529.0830
5,-2780.8475
6,-135.6551
7,-135.2799
8,-135.4242